1.
The following is a DFT calculation (ωB97M-V/def2-TZVPD) of 10 unconnected molecules or ions with the total composition C25H48BN9O25 in a non-equilibrium geometry.

Last column: Mulliken charge in e.
Cartesian coordinates (Å):
C  -0.9067  -2.3950  3.2372  -1.183
C  -1.8672  -2.2761  1.9546  0.744
C  -2.6293  -0.8759  2.0165  0.307
O  -2.3237  -0.1163  2.9709  -0.468
O  -3.6241  -0.4230  1.1090  -0.281
C  -3.1856  -0.5090  -0.2708  -0.192
C  -3.1731  0.9245  -0.9788  -0.485
C  -1.7288  1.5929  -1.0904  0.393
C  -1.5387  2.5369  -2.1474  -0.916
C  -0.0931  3.1818  -2.2691  -0.120
O  0.3680  3.3854  -3.4129  -0.558
C  0.7161  3.4873  -0.9039  0.637
B  1.7141  4.7631  -0.8430  0.230
C  2.0454  5.6765  0.4483  0.134
O  2.3535  5.1569  -2.1008  -0.508
C  0.4901  2.5444  0.1389  0.362
C  1.2374  2.6547  1.5384  -0.912
C  0.5158  3.6575  2.5658  0.283
C  -0.6942  3.0088  3.3985  -0.538
C  -2.1084  3.1075  2.6503  0.614
O  -3.1566  2.7808  3.2659  -0.665
O  -2.2626  3.5638  1.3153  -0.385
C  -0.5103  1.3195  -0.1220  0.394
O  -0.2336  0.2296  0.4311  -0.496
H  -0.1608  -1.5235  3.2459  0.203
H  -0.3330  -3.3873  3.2681  0.356
H  -1.4941  -2.3220  4.2211  0.319
H  -2.5740  -3.1847  1.9901  0.290
H  -1.1884  -2.3491  1.0272  -0.477
H  -3.9754  -1.1433  -0.8246  0.376
H  -2.1893  -1.0346  -0.4244  -0.027
H  -3.8415  1.6666  -0.4002  0.115
H  -3.6465  0.8450  -2.0228  0.437
H  -2.3584  2.8031  -2.8967  0.367
H  2.5943  5.0074  1.2266  -0.400
H  1.1480  6.1526  0.9518  0.081
H  2.8302  6.4583  0.1375  0.319
H  1.8701  5.9865  -2.3448  0.305
H  2.3634  2.8738  1.4329  0.415
H  1.1946  1.6117  2.0335  0.328
H  1.2553  4.0707  3.3476  0.214
H  0.0918  4.5925  2.0405  -0.510
H  -0.8146  3.6467  4.3516  0.422
H  -0.4723  1.9447  3.7806  0.211
H  -3.1625  3.3199  0.9950  0.248
C  6.1620  4.4889  3.2882  -0.793
N  4.9850  5.0981  2.6160  0.779
O  3.8853  4.8765  3.0992  -0.446
O  5.2058  5.7760  1.6292  -0.478
H  5.8177  3.9159  4.1469  0.325
H  6.6547  3.8412  2.5643  0.296
H  6.8168  5.3003  3.6029  0.294
C  0.8348  -3.7780  -0.9866  -0.716
N  -0.4185  -4.5398  -1.2309  0.960
O  -1.3274  -4.4015  -0.4277  -0.502
O  -0.4477  -5.2517  -2.2214  -0.569
H  0.7187  -3.1922  -0.0773  0.245
H  1.6392  -4.4978  -0.8796  0.278
H  0.9965  -3.1282  -1.8463  0.305
C  5.3401  -4.7219  0.6917  -0.736
N  4.1338  -4.1317  0.0552  0.871
O  3.0524  -4.3630  0.5752  -0.538
O  4.3115  -3.4574  -0.9429  -0.506
H  5.0317  -5.2933  1.5649  0.321
H  5.8166  -5.3682  -0.0442  0.289
H  5.9946  -3.9003  0.9793  0.282
C  1.0195  -6.5250  -4.6601  -0.731
N  1.9035  -7.5066  -5.3410  0.890
O  3.1068  -7.3269  -5.2628  -0.525
O  1.3576  -8.4241  -5.9309  -0.508
H  1.6378  -5.7696  -4.1801  0.296
H  0.3813  -6.0755  -5.4195  0.289
H  0.4325  -7.0685  -3.9216  0.297
C  2.1075  10.1645  0.0802  -0.860
N  1.6706  8.7912  0.4418  0.862
O  2.1407  8.3025  1.4558  -0.476
O  0.8695  8.2538  -0.3073  -0.450
H  2.8144  10.5159  0.8292  0.315
H  2.5785  10.1119  -0.9006  0.315
H  1.2205  10.7963  0.0597  0.307
C  -3.5470  -6.7762  -0.0945  -0.518
N  -4.2278  -7.2335  1.1447  0.881
O  -4.3319  -8.4362  1.3166  -0.536
O  -4.6332  -6.3675  1.9011  -0.525
H  -3.2410  -7.6482  -0.6692  0.322
H  -4.2588  -6.1741  -0.6574  0.264
H  -2.6814  -6.1882  0.2039  0.122
C  -5.5109  -0.3236  3.6845  -0.543
N  -6.1915  -0.7746  4.9262  0.952
O  -6.2937  -1.9772  5.1052  -0.546
O  -6.5993  0.0943  5.6778  -0.558
H  -5.2034  -1.1982  3.1155  0.270
H  -6.2237  0.2738  3.1177  0.247
H  -4.6450  0.2684  3.9802  0.187
C  -2.6891  6.6589  0.8497  -0.527
N  -2.8076  8.1364  0.9588  0.964
O  -3.1576  8.7461  -0.0376  -0.558
O  -2.5447  8.6311  2.0413  -0.541
H  -2.9513  6.3600  -0.1633  0.288
H  -1.6567  6.3946  1.0744  0.035
H  -3.3760  6.2194  1.5716  0.361
C  2.8702  -9.9447  -8.2777  -0.681
N  3.4208  -11.1145  -9.0110  0.862
O  3.3313  -11.1074  -10.2275  -0.526
O  3.9235  -11.9987  -8.3390  -0.520
H  2.4573  -9.2417  -8.9983  0.315
H  2.0938  -10.3115  -7.6088  0.271
H  3.6888  -9.4905  -7.7213  0.274

Properties
**SMILES string**: CCC(=O)OCCC1=CC(=O)C(B(C)O)=C(CCCC(=O)O)C1=O.C[N+](=O)[O-].C[N+](=O)[O-].C[N+](=O)[O-].C[N+](=O)[O-].C[N+](=O)[O-].C[N+](=O)[O-].C[N+](=O)[O-].C[N+](=O)[O-].C[N+](=O)[O-]
**Orbital gap**: 8.13 eV

---

2.
The following is a DFT calculation (ωB97M-V/def2-TZVPD) of 6 unconnected molecules or ions with the total composition C25H48ClNO24S6 in a non-equilibrium geometry.

Last column: Mulliken charge in e.
Cartesian coordinates (Å):
C  6.2773  1.3039  2.8193  -0.589
C  4.9156  1.8846  3.5948  -0.219
C  4.4418  0.9385  4.8477  -0.032
Cl  4.7115  1.8551  6.4617  -0.225
C  2.8167  0.5965  4.6572  -0.417
O  2.5560  -0.0777  3.3593  -0.315
C  1.0917  0.0228  3.1957  0.042
C  0.3601  -1.3618  2.7001  -0.579
C  0.4681  -1.6735  1.0969  0.450
C  -0.7094  -1.3234  -0.0252  -0.143
N  1.6315  -2.2429  0.5759  -0.755
C  0.6284  1.3664  2.3120  0.044
S  1.6973  1.5812  0.7427  -0.092
O  -0.7946  1.1795  2.0316  -0.178
C  -1.6061  2.3785  2.2781  1.104
C  -1.2778  3.5966  1.2176  -0.638
C  -0.2238  4.7246  1.7559  -0.253
O  -0.8388  5.7351  2.6801  -0.543
C  -1.6671  2.8595  3.8589  -0.372
C  -2.3620  1.4742  4.7409  0.511
C  -2.2828  1.6282  6.4686  -0.650
O  -3.6518  1.7795  5.5697  -0.517
H  7.0781  1.0569  3.6391  0.300
H  5.9966  0.3588  2.1774  0.239
H  6.6652  2.1347  2.0914  -0.048
H  4.0464  2.0607  2.8064  -0.082
H  5.2092  2.9589  3.9921  0.409
H  5.0028  -0.1089  4.8624  0.399
H  2.5431  -0.0902  5.5925  0.263
H  2.2684  1.6228  4.7838  0.227
H  0.6622  0.2364  4.2889  0.210
H  -0.7777  -1.4453  2.9966  0.131
H  0.9228  -2.2530  3.2584  0.424
H  -0.4949  -1.8219  -1.0799  0.154
H  -1.7984  -1.6277  0.3526  -0.054
H  -0.7820  -0.1537  -0.2460  -0.068
H  1.5227  -2.3713  -0.4663  0.273
H  0.9053  2.2806  2.9852  -0.076
H  1.0986  0.9409  -0.3524  0.142
H  -2.7292  2.0541  2.0260  -1.160
H  -0.9085  3.2003  0.1601  0.251
H  -2.3278  4.1196  0.9966  0.437
H  0.7734  4.3111  2.2076  0.200
H  0.0963  5.3638  0.7991  0.259
H  -0.0734  5.9874  3.3082  0.341
H  -0.6213  2.9999  4.3629  0.187
H  -2.4074  3.7411  4.0675  0.455
H  -2.1927  0.3316  4.2514  0.085
H  -2.0724  2.7071  6.8892  0.253
H  -2.3950  0.6645  7.1390  0.264
C  9.5274  2.7435  -1.1812  -0.353
C  8.2040  2.0613  -1.5173  -0.342
O  7.2975  2.4843  -0.5015  -0.251
S  7.6951  3.9950  -0.0321  1.131
O  6.8446  4.9260  -0.7401  -0.557
O  7.8458  4.0024  1.4044  -0.547
O  9.1770  4.0436  -0.7098  -0.295
H  10.0482  2.2177  -0.3744  0.281
H  10.1861  2.8178  -2.0506  0.313
H  8.2883  0.9720  -1.5297  0.315
H  7.8162  2.4070  -2.4814  0.287
C  -5.2272  -0.2813  3.2730  -0.062
C  -5.4002  0.6164  2.0508  -0.308
O  -5.0250  -0.1919  0.9379  -0.201
S  -5.4130  -1.7440  1.2557  1.121
O  -6.6864  -2.0275  0.6318  -0.595
O  -4.2382  -2.5594  1.0528  -0.509
O  -5.6583  -1.5765  2.8587  -0.408
H  -4.1745  -0.3501  3.5657  0.084
H  -5.8192  0.0631  4.1252  0.356
H  -4.7795  1.5141  2.1021  0.173
H  -6.4482  0.9060  1.9197  0.305
C  -4.9485  -3.8676  -2.9364  -0.353
C  -5.0408  -2.3684  -2.6652  -0.281
O  -3.6928  -1.9364  -2.4941  -0.113
S  -2.7204  -2.8506  -3.4317  1.004
O  -2.4659  -2.1274  -4.6578  -0.539
O  -1.6677  -3.3938  -2.6052  -0.522
O  -3.7916  -4.0366  -3.7540  -0.214
H  -4.7943  -4.4273  -2.0082  0.301
H  -5.8359  -4.2501  -3.4477  0.344
H  -5.6342  -2.1417  -1.7763  0.135
H  -5.4588  -1.8371  -3.5268  0.270
C  -1.9619  -7.1716  -4.6158  -0.247
C  -2.1349  -6.2739  -5.8380  -0.229
O  -1.7596  -7.0823  -6.9509  -0.337
S  -2.1477  -8.6343  -6.6331  1.079
O  -3.4211  -8.9179  -7.2570  -0.534
O  -0.9728  -9.4498  -6.8360  -0.526
O  -2.3929  -8.4669  -5.0301  -0.329
H  -0.9092  -7.2404  -4.3231  0.322
H  -2.5538  -6.8273  -3.7636  0.239
H  -1.5141  -5.3763  -5.7867  0.272
H  -3.1829  -5.9843  -5.9691  0.283
C  -1.2740  1.0163  -5.2785  -0.093
C  0.0187  0.9574  -6.0878  -0.342
O  0.1371  2.2414  -6.6960  -0.319
S  -0.5180  3.3594  -5.7054  1.074
O  0.5497  3.9687  -4.9440  -0.520
O  -1.4852  4.1251  -6.4568  -0.535
O  -1.3182  2.3307  -4.7258  -0.275
H  -2.1492  0.8886  -5.9237  0.252
H  -1.2974  0.2671  -4.4826  0.113
H  -0.0004  0.1715  -6.8466  0.309
H  0.8860  0.8117  -5.4351  0.319

Properties
**ΔE to the lowest compared entry with this formula, charge and spin**: 238.5 kcal/mol
**SMILES string**: [H]/N=C(\C)C[C@@H](OC[C@H](Cl)CC)[C@@H](S)O[C@H](CCO)C[C@H]1CO1.O=S1(=O)OCCO1.O=S1(=O)OCCO1.O=S1(=O)OCCO1.O=S1(=O)OCCO1.O=S1(=O)OCCO1
**Orbital gap**: 9.24 eV

---

no.,highest occupied orbital energy (eV)
1,-9.58
2,-9.20